(1)
The following is a quantum chemistry calculation of an isolated molecule of C24H19N3O3S at a distorted geometry, from the OMol25 dataset.

Results
- relative energy (zero: lowest compared OMol25 entry of this formula, charge and spin) (kcal per mole) = 67.0
- SMILES = O=C(C1=C(O)C(=O)N(CCc2c[nH]c3ccccc23)[C@@H]1c1cccs1)c1cccnc1

```
50
Properties=species:S:1:pos:R:3:forces:R:3
O -0.871 -3.239 0.468 -0.084 -0.427 -0.613
O 2.978 0.972 -0.085 3.984 3.691 -0.794
N 3.268 -5.318 0.778 0.692 0.971 1.328
O 2.750 -1.661 -1.152 -0.443 -0.396 1.543
S 1.141 -1.216 3.668 -2.667 1.024 -0.848
C 0.299 -3.063 0.177 -0.604 1.010 1.528
C 2.032 0.357 0.190 -3.322 -2.889 -0.295
C -0.111 -1.002 4.888 0.176 0.376 1.436
C -1.352 -0.641 4.433 0.745 -1.244 -1.020
C -1.393 -0.615 2.963 2.236 1.533 2.451
C 1.943 -1.064 -0.231 -3.123 -2.526 -0.601
C 0.541 3.079 -1.697 1.477 -1.887 0.996
C -0.107 -0.730 2.466 -1.726 -0.492 0.173
C 0.766 -1.648 0.218 2.389 2.477 0.375
C -0.532 3.120 -0.825 -1.429 -0.471 0.070
C 3.001 -6.290 -0.077 0.394 -1.567 1.084
C 2.442 -4.279 0.908 -0.438 -0.126 -2.424
C 1.860 -6.347 -0.772 -2.487 1.032 -0.122
C -3.861 4.163 -2.257 1.062 0.220 -1.649
C -3.366 4.598 -3.561 1.534 -1.861 2.386
C 0.891 -5.355 -0.605 -0.176 0.144 -1.748
C -3.055 3.593 -1.287 -0.339 0.759 -1.216
C -2.025 4.325 -3.904 -0.436 0.769 -0.149
C 1.250 -4.218 0.089 0.663 0.234 1.312
C -1.712 3.512 -1.638 3.206 0.006 1.045
C -1.157 3.847 -2.902 -1.880 -0.776 -0.784
N 0.182 3.459 -2.969 -1.062 0.733 -0.597
N 0.841 0.726 0.744 0.210 -1.233 -0.630
C 0.000 -0.448 1.011 1.655 -2.524 -1.167
C -0.733 2.679 0.664 3.369 0.946 -1.621
C 0.604 2.079 1.162 0.046 0.400 -1.801
H 3.072 -1.057 -1.807 0.521 0.979 -0.237
H 0.211 -1.037 5.965 -0.467 -0.216 -1.329
H -2.235 -0.520 5.050 0.301 0.113 0.097
H -2.154 -0.024 2.459 -0.107 -0.776 -0.312
H 1.584 2.618 -1.583 -1.707 0.999 0.189
H 3.489 -7.288 -0.074 0.949 1.270 0.217
H 2.750 -3.412 1.520 -0.218 -0.738 -0.172
H 1.630 -7.205 -1.326 -0.255 -1.061 -0.857
H -4.899 4.193 -2.087 -1.174 0.339 0.163
H -4.026 5.027 -4.263 -0.625 0.310 -0.635
H -0.060 -5.433 -1.192 0.869 0.297 0.849
H -3.488 3.232 -0.350 0.408 0.186 -0.253
H -1.671 4.554 -4.926 -0.152 -0.119 0.690
H 0.598 3.157 -3.868 -0.200 0.502 1.375
H -1.018 -0.503 0.577 0.538 0.793 0.181
H -1.549 2.028 0.740 -1.133 -1.225 0.046
H -0.914 3.481 1.362 -0.312 0.754 -0.173
H 0.701 2.153 2.192 -0.054 0.085 2.206
H 1.465 2.664 0.744 -0.806 -0.400 0.307
```
Forces are in eV/Å.


(2)
The following is a quantum chemistry calculation of C36H92B2N8O16Pb as an isolated structure at a distorted geometry, from the OMol25 dataset.

Results
- relative energy (zero: lowest compared OMol25 entry of this formula, charge and spin) (kcal per mole) = 100.5

```
155
Properties=species:S:1:pos:R:3:forces:R:3
Pb 5.050 -1.555 -0.822 -0.479 0.951 -0.008
O -3.674 -3.663 -1.994 1.110 0.904 0.244
C -2.884 -3.028 -1.329 -1.254 -1.563 -0.519
O -1.756 -2.450 -1.717 0.382 0.273 -0.381
B -1.025 -1.895 -0.565 -1.628 -0.307 0.082
O -1.963 -2.294 0.567 3.558 1.851 1.413
C -2.997 -2.910 0.188 -2.602 -1.533 -0.217
O -3.892 -3.364 0.876 0.923 0.524 -0.697
O -0.893 -0.407 -0.583 0.550 -1.110 0.165
C 0.359 -0.096 -0.325 1.274 3.674 0.085
O 0.788 1.071 -0.186 -1.308 -4.506 -0.068
C 1.203 -1.417 -0.285 2.892 -0.727 0.599
O 0.364 -2.444 -0.454 0.334 1.422 0.212
O 2.451 -1.507 -0.110 -4.566 0.094 -0.598
B 4.108 1.066 -1.614 0.796 0.396 0.100
H 4.281 1.862 -0.906 0.706 2.695 2.450
H 3.379 1.309 -2.370 -2.469 0.835 -2.997
H 5.034 0.708 -2.036 4.152 -1.153 -1.948
H 3.631 0.237 -1.114 -2.029 -3.793 2.491
C -9.612 1.579 -1.368 1.130 1.901 -0.210
C -9.146 0.645 -0.261 -0.377 -0.753 -0.166
C -7.807 -0.005 -0.557 -0.275 -1.257 -2.005
O -7.673 -1.327 -0.099 0.338 -1.298 0.416
C -6.593 -2.066 -0.737 -0.721 0.419 0.513
N -8.975 1.252 1.009 -0.601 1.466 1.515
H -8.800 2.224 -1.705 0.643 -0.218 -0.212
H -10.256 2.396 -1.042 -0.725 -0.500 0.447
H -10.021 1.150 -2.283 -0.061 -0.478 0.389
H -9.963 -0.076 -0.244 0.275 -0.862 0.125
H -6.919 0.527 -0.218 -0.313 0.769 -0.216
H -7.902 -0.078 -1.641 1.048 0.099 -0.629
H -6.663 -1.937 -1.817 0.086 -0.071 -0.110
H -6.652 -3.120 -0.466 -0.512 0.098 -0.045
H -5.596 -1.798 -0.386 -0.025 0.626 0.036
H -9.743 1.869 1.233 -0.183 0.214 0.035
H -9.008 0.543 1.728 0.281 -0.173 0.103
C 0.461 -0.573 6.077 -0.204 0.053 -1.342
C 0.298 -0.880 4.543 0.770 1.040 0.743
C -1.185 -0.662 4.060 2.525 0.347 0.188
O -1.973 -1.614 4.638 -0.347 -0.651 0.807
C -2.918 -2.170 3.802 -0.668 -1.885 -1.033
N 1.256 0.028 3.871 -0.726 0.318 0.536
H -0.349 -1.053 6.627 0.190 0.229 0.214
H 0.443 0.515 6.127 -0.768 0.202 0.327
H 1.445 -0.750 6.513 0.000 -0.808 -0.274
H 0.730 -1.843 4.272 -0.926 -0.492 0.274
H -1.112 -0.700 2.974 -0.483 -0.277 -0.326
H -1.547 0.329 4.335 0.207 0.409 0.047
H -3.724 -1.523 3.455 -0.074 0.292 0.323
H -3.304 -3.081 4.259 -0.493 0.390 0.605
H -2.502 -2.636 2.908 0.511 0.546 -0.293
H 1.042 0.124 2.889 -0.151 -0.104 -0.327
H 1.066 0.939 4.263 0.222 0.497 -0.086
C -0.961 8.773 -1.456 0.210 -1.289 0.680
C -0.165 7.368 -1.246 -1.643 1.836 -0.498
C -1.103 6.228 -1.615 1.101 -1.325 1.071
O -0.533 4.913 -1.217 -0.175 1.487 0.049
C -1.415 3.820 -1.395 -1.867 1.241 -0.393
N 0.876 7.487 -2.186 2.251 0.077 -1.265
H -1.296 8.769 -2.493 0.031 0.027 -0.129
H -0.215 9.559 -1.335 -0.171 0.076 0.070
H -1.846 8.997 -0.862 0.097 -0.191 0.337
H 0.290 7.300 -0.258 -0.541 -0.304 0.195
H -1.242 6.141 -2.693 -0.277 0.466 -0.049
H -1.994 6.541 -1.071 -0.682 -1.068 -0.058
H -1.920 3.901 -2.357 0.277 -0.177 -0.592
H -2.258 4.003 -0.728 -0.081 -0.559 0.583
H -1.039 2.801 -1.305 0.728 0.491 0.323
H 0.570 8.125 -2.907 -0.111 -0.328 -0.619
H 1.634 8.030 -1.797 0.423 -0.238 0.295
C 0.708 -4.044 2.576 -0.451 1.477 -0.052
C 1.041 -5.201 3.392 0.416 -2.965 1.738
C -0.123 -6.285 3.347 0.701 0.950 -0.369
O 0.085 -7.407 4.152 0.910 -0.594 0.449
C -0.952 -8.391 4.180 -0.102 1.459 0.072
N 2.343 -5.815 3.031 -0.467 -0.271 -1.068
H 1.539 -3.366 2.767 0.204 0.231 -1.037
H -0.115 -3.499 3.040 -0.457 -0.146 -0.182
H 0.462 -4.276 1.540 0.403 0.249 -0.052
H 1.236 -4.842 4.403 -0.870 -0.048 0.448
H -0.202 -6.616 2.312 -0.038 0.055 -0.457
H -1.051 -5.768 3.588 -0.244 0.067 0.200
H -0.652 -9.167 4.885 -0.048 0.111 -0.179
H -1.221 -8.795 3.204 0.420 -0.156 -0.245
H -1.837 -7.856 4.522 -0.383 -0.350 0.336
H 3.109 -5.558 3.637 -0.244 -0.002 0.149
H 2.245 -6.820 3.037 0.210 -0.086 0.143
C -4.668 0.103 -5.355 0.823 0.093 -1.165
C -3.874 -0.577 -4.240 -1.121 0.737 0.495
C -4.237 0.073 -2.852 -1.314 -0.173 -1.988
O -4.006 1.466 -2.894 0.227 0.077 1.081
C -4.524 2.121 -1.713 0.465 -0.108 -1.347
N -4.209 -1.964 -4.357 0.349 -1.484 -0.002
H -4.384 -0.395 -6.281 0.169 -0.227 -0.099
H -4.378 1.136 -5.551 -0.384 0.169 0.528
H -5.747 -0.049 -5.341 -0.090 0.286 0.652
H -2.816 -0.426 -4.455 0.151 -0.090 0.131
H -3.860 -0.505 -2.008 0.579 0.386 0.268
H -5.325 0.009 -2.826 -0.400 -0.612 0.317
H -4.264 3.167 -1.879 0.474 -0.075 0.671
H -4.114 1.604 -0.846 0.143 0.557 0.326
H -5.610 2.152 -1.632 -0.305 -0.629 -0.283
H -5.161 -2.266 -4.507 -0.112 0.766 0.006
H -3.778 -2.670 -3.778 0.263 0.502 0.221
C 2.949 -2.349 -4.954 -0.923 0.508 1.778
C 3.326 -2.247 -3.379 -0.827 0.318 -2.352
C 3.191 -3.670 -2.756 1.567 1.766 -1.664
O 3.748 -3.674 -1.461 -1.192 -1.461 -1.577
C 3.686 -5.004 -0.938 1.581 1.237 2.787
N 4.642 -1.549 -3.276 -0.186 -1.619 0.322
H 3.318 -3.226 -5.487 0.177 -0.056 0.311
H 3.206 -1.447 -5.509 0.388 0.027 0.260
H 1.859 -2.342 -4.978 -0.115 -0.391 -0.244
H 2.621 -1.571 -2.897 -0.130 -0.002 -0.075
H 3.795 -4.278 -3.429 0.260 -0.595 0.135
H 2.176 -4.058 -2.851 -0.235 0.326 0.488
H 2.690 -5.400 -0.738 0.006 0.094 -0.587
H 4.123 -4.737 0.024 -0.419 -0.791 0.788
H 4.456 -5.694 -1.281 -0.483 -0.083 -1.113
H 4.558 -0.555 -3.435 -0.412 0.364 -0.008
H 5.242 -1.919 -3.999 0.378 -0.091 0.013
C 7.914 1.092 1.797 -0.203 -0.239 0.841
C 6.987 0.018 1.253 -0.146 -0.674 1.646
C 5.507 0.339 1.693 0.963 -0.160 -0.343
O 4.670 -0.805 1.567 1.583 -0.570 0.011
C 3.589 -0.900 2.446 -0.719 0.362 0.951
N 7.256 -0.161 -0.139 -0.460 0.898 -1.685
H 8.962 0.986 1.518 -0.147 0.049 -0.793
H 8.023 1.032 2.880 -0.649 0.365 0.193
H 7.452 2.020 1.458 0.587 0.469 0.279
H 7.265 -0.977 1.600 -0.293 0.007 1.098
H 5.045 1.142 1.118 0.255 0.220 -0.264
H 5.600 0.691 2.720 -0.272 -0.290 0.226
H 3.127 -1.884 2.368 -0.343 0.326 -0.871
H 2.951 -0.029 2.295 -0.251 -0.524 -0.151
H 3.822 -0.919 3.510 0.873 0.527 0.127
H 8.262 -0.220 -0.204 0.264 -0.571 -0.273
H 7.089 0.738 -0.568 -0.422 0.357 -0.711
C 2.942 3.414 1.263 0.571 1.031 1.570
C 2.384 4.413 0.270 1.122 -1.446 -1.972
C 3.420 5.368 -0.291 -0.096 0.169 0.567
O 4.464 4.740 -0.951 1.308 -0.763 -1.194
C 5.756 4.797 -0.380 -1.007 0.042 0.412
N 1.914 3.523 -0.886 -0.181 1.811 2.212
H 3.429 3.926 2.092 0.308 0.378 0.196
H 3.715 2.771 0.841 -0.492 -0.077 -0.333
H 2.172 2.865 1.804 -0.212 -0.420 -0.527
H 1.655 5.109 0.685 -0.662 -0.404 0.278
H 3.785 5.954 0.553 0.229 0.488 0.118
H 2.924 6.012 -1.017 -0.110 0.193 0.019
H 6.237 5.763 -0.531 -0.037 0.312 0.157
H 6.426 4.054 -0.810 -0.380 -0.236 -0.206
H 5.607 4.583 0.679 0.636 0.109 0.363
H 1.577 2.760 -0.316 -0.192 -0.447 -0.859
H 1.078 4.034 -1.131 -0.242 -0.239 -0.826
```
Forces are in eV/Å.


(3)
The following is a quantum chemistry calculation of a 2-piece molecular cluster, C9H16N3 overall at a distorted geometry, from the OMol25 dataset.

Results
- relative energy (zero: lowest compared OMol25 entry of this formula, charge and spin) (kcal per mole) = 68.7
- charge = +1

```
28
Properties=species:S:1:pos:R:3:forces:R:3
C -0.970 2.783 1.327 0.367 4.726 0.793
C -2.276 0.754 0.612 4.314 -1.017 1.914
C -1.042 1.363 1.083 -1.661 -2.081 -1.291
C -2.444 -0.624 0.755 -1.916 0.606 0.685
C -0.007 0.545 1.470 0.674 0.797 2.019
C -1.448 -1.331 1.424 0.307 -0.785 -0.512
C -0.212 -0.787 1.734 -3.483 1.184 -1.973
H -2.858 1.531 0.343 -3.086 1.511 -1.312
H -3.468 -1.103 0.633 1.568 0.650 -0.261
H -0.999 2.966 2.492 -0.479 -0.148 -2.261
H -1.648 3.548 0.730 0.548 -2.076 1.492
H 0.875 0.979 1.966 -0.170 0.124 -0.581
H -1.633 -2.363 1.659 -0.077 -0.300 0.135
H 0.447 -1.323 2.255 2.732 -2.110 1.747
H -0.006 3.283 1.066 -0.140 -0.911 0.159
C 3.155 0.158 -0.876 4.324 -1.005 1.321
C 1.026 -0.731 -1.688 -1.621 0.551 1.654
N 1.777 -0.122 -0.668 -2.334 -0.250 -4.281
N 1.486 -1.528 -2.666 3.441 0.992 2.468
N -0.325 -0.595 -1.652 0.945 0.756 2.258
H 1.245 0.537 -0.096 0.012 -0.379 -0.336
H 2.333 -2.038 -2.452 0.340 0.487 -0.155
H 0.993 -2.002 -3.346 -2.019 -0.591 -1.332
H -0.737 -0.348 -0.690 0.505 -0.245 -2.201
H -0.817 -1.280 -2.187 -0.500 -0.183 -0.007
H 3.686 1.055 -0.489 -1.747 0.127 0.324
H 3.767 0.108 -1.812 -1.869 -0.513 -0.170
H 3.575 -0.618 -0.226 1.026 0.085 -0.296
```
Forces are in eV/Å.


Number 1: orbital gap 7.70 eV. Number 2: orbital gap 7.38 eV. Number 3: orbital gap 9.67 eV.